Formula: C21H27N3O4S2
Source: the Open Molecules 2025 dataset
Level of theory: ωB97M-V with the def2-TZVPD basis set

Bonds (Å) are listed after each position.
CARTESIAN COORDINATES (ANGSTROEM)
1 C 1.8810 -9.2934 3.4570  C2 1.525, H31 1.086, H32 1.087, H33 1.087
2 C 2.9881 -8.5715 2.6956  C1 1.525, O3 1.417, H34 1.093, H35 1.096
3 O 2.5121 -7.9367 1.5219  C2 1.417, C4 1.348
4 C 1.8394 -6.7714 1.5981  O3 1.348, C5 1.397, C30 1.402
5 C 1.6129 -6.0291 2.7591  C4 1.397, C6 1.377, H36 1.078
6 C 0.9222 -4.8397 2.6927  C5 1.377, C7 1.402, H37 1.080
7 C 0.4251 -4.3393 1.4812  C6 1.402, C8 1.432, C29 1.404
8 C -0.2900 -3.0993 1.5013  C7 1.432, C9 1.352, H38 1.086
9 C -0.8747 -2.3986 0.5032  C8 1.352, S10 1.752, C27 1.466
10 S -0.9746 -2.7628 -1.2073  C9 1.752, C11 1.753
11 C -1.8888 -1.3019 -1.5267  S10 1.753, S12 1.639, N13 1.355
12 S -2.4239 -0.8859 -3.0187  C11 1.639
13 N -2.0837 -0.5934 -0.3881  C11 1.355, C14 1.445, C27 1.393
14 C -2.8361 0.6388 -0.3368  N13 1.445, C15 1.542, H39 1.093, H40 1.094
15 C -1.9756 1.8980 -0.5678  C14 1.542, O16 1.210, N17 1.345
16 O -1.9822 2.8216 0.2137  C15 1.210
17 N -1.2355 1.8570 -1.6903  C15 1.345, C18 1.447, H41 1.012
18 C -0.4534 3.0026 -2.1039  N17 1.447, C19 1.530, H42 1.091, H43 1.091
19 C -1.3052 4.0374 -2.8428  C18 1.530, C20 1.528, H44 1.091, H45 1.092
20 C -0.5489 5.3530 -3.0189  C19 1.528, N21 1.452, H46 1.094, H47 1.106
21 N 0.0291 5.8354 -1.7776  C20 1.452, C22 1.452, C26 1.456
22 C 0.9104 6.9667 -2.0079  N21 1.452, C23 1.528, H48 1.093, H49 1.105
23 C 1.5781 7.3625 -0.6913  C22 1.528, O24 1.406, H50 1.092, H51 1.101
24 O 0.6251 7.7076 0.2829  C23 1.406, C25 1.410
25 C -0.2536 6.6276 0.5054  O24 1.410, C26 1.528, H52 1.091, H53 1.100
26 C -0.9648 6.1961 -0.7762  N21 1.456, C25 1.528, H54 1.089, H55 1.105
27 C -1.5705 -1.1399 0.7863  C9 1.466, N13 1.393, O28 1.207
28 O -1.7145 -0.6338 1.8726  C27 1.207
29 C 0.6621 -5.0932 0.3213  C7 1.404, C30 1.372, H56 1.078
30 C 1.3519 -6.2773 0.3797  C4 1.402, C29 1.372, H57 1.078
31 H 2.3050 -9.8121 4.3121  C1 1.086
32 H 1.1258 -8.5938 3.8071  C1 1.087
33 H 1.4003 -10.0196 2.8066  C1 1.087
34 H 3.7207 -9.2961 2.3301  C2 1.093
35 H 3.5061 -7.8524 3.3409  C2 1.096
36 H 1.9744 -6.3683 3.7169  C5 1.078
37 H 0.7563 -4.2771 3.5998  C6 1.080
38 H -0.3915 -2.6284 2.4743  C8 1.086
39 H -3.2677 0.7173 0.6644  C14 1.093
40 H -3.6256 0.6025 -1.0935  C14 1.094
41 H -1.4391 1.1513 -2.3871  N17 1.012
42 H -0.0436 3.4683 -1.2060  C18 1.091
43 H 0.3659 2.6543 -2.7349  C18 1.091
44 H -2.2185 4.2047 -2.2707  C19 1.091
45 H -1.5918 3.6596 -3.8265  C19 1.092
46 H 0.2809 5.1930 -3.7142  C20 1.094
47 H -1.2285 6.0995 -3.4701  C20 1.106
48 H 1.6771 6.6787 -2.7313  C22 1.093
49 H 0.3575 7.8368 -2.4071  C22 1.105
50 H 2.2122 8.2404 -0.8293  C23 1.092
51 H 2.1900 6.5199 -0.3341  C23 1.101
52 H -0.9770 6.9676 1.2477  C25 1.091
53 H 0.3051 5.7700 0.9077  C25 1.100
54 H -1.5824 5.3294 -0.5431  C26 1.089
55 H -1.6098 7.0190 -1.1335  C26 1.105
56 H 0.3006 -4.7445 -0.6329  C29 1.078
57 H 1.5364 -6.8570 -0.5107  C30 1.078

Output
Energy relative to the best compared isomer or geometry (same formula, charge and spin) in kcal/mol: 42.2
HOMO energy in eV: -8.3
Frontier orbital gap in eV: 7.33
Max |F| in Eh/bohr: 0.02193
SMILES string: CCOc1ccc(/C=C2\SC(=S)N(CC(=O)NCCCN3CCOCC3)C2=O)cc1

=====

Formula: C21H35N3O4
Source: the Open Molecules 2025 dataset
Level of theory: ωB97M-V with the def2-TZVPD basis set

Bonds (Å) are listed after each position.
CARTESIAN COORDINATES (ANGSTROEM)
1 C -0.1512 3.1924 0.9889  C2 1.325, H29 1.082, H30 1.085
2 C -0.7777 2.0285 1.0757  C1 1.325, C3 1.499, H31 1.087
3 C -1.0002 1.1078 -0.0857  C2 1.499, C4 1.551, H32 1.093, H33 1.092
4 C -0.2957 -0.2694 0.0219  C3 1.551, C5 1.520, C17 1.564, C28 1.545
5 C 0.2733 -0.6818 -1.3254  C4 1.520, O6 1.218, N7 1.356
6 O -0.1216 -1.6447 -1.9589  C5 1.218
7 N 1.2906 0.1043 -1.7567  C5 1.356, C8 1.443, H34 1.011
8 C 1.8866 -0.0772 -3.0579  N7 1.443, C9 1.529, C10 1.527, H35 1.094
9 C 2.9420 -1.1841 -3.0493  C8 1.529, H36 1.091, H37 1.091, H38 1.089
10 C 2.4899 1.2671 -3.4599  C8 1.527, O11 1.222, N12 1.349
11 O 2.6079 2.1816 -2.6579  C10 1.222
12 N 2.9036 1.3574 -4.7405  C10 1.349, C13 1.454, H39 1.005
13 C 3.5022 2.5744 -5.2651  N12 1.454, C14 1.528, H40 1.090, H41 1.093
14 C 2.4797 3.6312 -5.6809  C13 1.528, C15 1.524, C16 1.524, H42 1.094
15 C 1.5881 3.1278 -6.8101  C14 1.524, H43 1.094, H44 1.091, H45 1.091
16 C 3.2076 4.9085 -6.0823  C14 1.524, H46 1.094, H47 1.090, H48 1.091
17 C 0.7680 -0.4241 1.1573  C4 1.564, N18 1.459, H49 1.094, H50 1.091
18 N -0.1798 -1.2843 1.8585  C17 1.459, C19 1.357, C28 1.460
19 C -0.0684 -2.1489 2.8986  N18 1.357, O20 1.216, C21 1.526
20 O -0.9279 -2.9833 3.1104  C19 1.216
21 C 1.1812 -1.9871 3.7589  C19 1.526, C22 1.526, C23 1.537, H51 1.094
22 C 1.7108 -3.3622 4.1554  C21 1.526, H52 1.090, H53 1.091, H54 1.087
23 C 0.9144 -1.1155 4.9962  C21 1.537, O24 1.406, C25 1.551, C27 1.547
24 O 0.1013 -1.8618 5.8677  C23 1.406, H55 0.962
25 C 2.2323 -0.5242 5.5612  C23 1.551, C26 1.544, H56 1.092, H57 1.090
26 C 1.9426 0.7702 4.7701  C25 1.544, C27 1.544, H58 1.088, H59 1.090
27 C 0.4672 0.3279 4.6649  C23 1.547, C26 1.544, H60 1.088, H61 1.092
28 C -1.1241 -1.3538 0.7468  C4 1.545, N18 1.460, H62 1.090, H63 1.091
29 H -0.0166 3.8274 1.8549  C1 1.082
30 H 0.2457 3.5495 0.0445  C1 1.085
31 H -1.1622 1.7024 2.0391  C2 1.087
32 H -2.0695 0.9220 -0.2145  C3 1.093
33 H -0.6647 1.6225 -0.9890  C3 1.092
34 H 1.5346 0.9652 -1.2860  N7 1.011
35 H 1.0974 -0.3447 -3.7672  C8 1.094
36 H 3.3502 -1.3561 -4.0459  C9 1.091
37 H 3.7610 -0.9184 -2.3796  C9 1.091
38 H 2.4817 -2.1078 -2.7025  C9 1.089
39 H 2.7152 0.5903 -5.3619  N12 1.005
40 H 4.1546 2.9787 -4.4909  C13 1.090
41 H 4.1242 2.3004 -6.1209  C13 1.093
42 H 1.8605 3.8394 -4.8034  C14 1.094
43 H 2.1819 2.9162 -7.7043  C15 1.094
44 H 1.0562 2.2168 -6.5303  C15 1.091
45 H 0.8394 3.8741 -7.0788  C15 1.091
46 H 3.8666 4.7268 -6.9360  C16 1.094
47 H 2.5003 5.6866 -6.3711  C16 1.090
48 H 3.8164 5.2930 -5.2624  C16 1.091
49 H 1.6685 -0.9482 0.8237  C17 1.094
50 H 1.0532 0.4894 1.6811  C17 1.091
51 H 1.9354 -1.4584 3.1682  C21 1.094
52 H 2.0579 -3.9088 3.2780  C22 1.090
53 H 2.5422 -3.2706 4.8553  C22 1.091
54 H 0.9172 -3.9347 4.6279  C22 1.087
55 H -0.1316 -1.3076 6.6189  O24 0.962
56 H 2.1392 -0.3622 6.6369  C25 1.092
57 H 3.1588 -1.0623 5.3627  C25 1.090
58 H 2.1451 1.7156 5.2684  C26 1.088
59 H 2.4402 0.7773 3.7999  C26 1.090
60 H -0.0728 0.4920 3.7343  C27 1.088
61 H -0.1233 0.7326 5.4900  C27 1.092
62 H -2.1444 -1.0723 1.0090  C28 1.090
63 H -1.1284 -2.3188 0.2386  C28 1.091

Output
Energy relative to the best compared isomer or geometry (same formula, charge and spin) in kcal/mol: 23.0
HOMO energy in eV: -9.0
Frontier orbital gap in eV: 9.58
Max |F| in Eh/bohr: 0.00432
SMILES string: C=CCC1(C(=O)N[C@H](C)C(=O)NCC(C)C)CN(C(=O)[C@H](C)C2(O)CCC2)C1